# C35H37As2FNPdSi

C35H37As2FNPdSi as an isolated structure in a non-equilibrium geometry (the ωB97M-V functional and the def2-TZVPD basis, the OMol25 dataset).

The HOMO energy (spin up / spin down) is -10.617 / -10.755 eV. Its total charge is +1. The expectation value of S² is 2.042. As for the total energy: -6399.2114 hartree. The value obtained for the molar mass is 775.04 g/mol. The spin multiplicity is 3. The calculation puts the orbital gap (spin up / spin down) at 8.269 / 5.856 eV.

```
78
Properties=species:S:1:pos:R:3:forces:R:3
Pd -0.500895 0.664503 -0.694731 -0.7 0.1 0.8
As -0.000986 -1.354258 1.002649 0.9 -0.1 0.2
As 2.026475 0.189597 -1.257391 0.8 -0.4 -0.6
Si -3.528118 -0.228689 -0.635883 -0.8 -1.1 -0.8
F -0.928968 3.360891 0.240178 0.3 -0.2 -0.4
N -2.399671 0.933755 0.053759 0.2 1.1 0.5
C -0.754547 1.878316 -4.067111 0.0 0.0 0.0
C 3.328522 1.212052 3.182955 0.1 0.1 0.0
C 3.678241 0.418377 -3.751664 -0.2 0.0 0.1
C 1.386632 -0.342065 1.941025 -0.1 0.0 0.1
C -5.329063 0.111264 -0.209779 0.3 0.0 0.0
C -3.335837 -0.100794 -2.508402 -0.1 0.2 0.4
C 1.223503 -1.608197 -1.613918 -0.1 -0.1 0.2
C 2.603099 -0.904132 2.308264 -0.1 -0.1 -0.1
C 3.565894 -0.043217 -2.450052 0.1 0.1 0.2
C 1.136926 0.994300 2.233381 0.0 -0.1 0.1
C -1.940517 3.130040 1.077139 0.2 -0.2 -0.2
C -0.081291 -4.921700 3.320123 0.0 -0.1 0.0
C 5.834800 -0.641664 -3.929895 0.0 0.0 0.0
C 4.815689 0.114125 -4.488628 0.0 0.0 -0.1
C -3.280205 3.925716 2.865703 0.1 0.1 0.0
C -0.021178 -4.053905 2.237577 0.0 0.1 -0.2
C -0.615206 -3.087289 4.772192 0.0 0.0 0.0
C -0.035837 0.944935 -3.323913 0.3 0.0 -0.3
C 4.603652 -0.778025 -1.877427 -0.2 0.1 0.0
C 0.359717 3.666119 -2.909186 0.0 0.1 0.0
C -2.676969 1.915337 0.949714 -0.3 -0.2 0.0
C -0.560538 3.232509 -3.858087 0.0 0.0 0.0
C 5.732384 -1.085917 -2.618079 0.0 0.0 0.0
C 1.068602 2.747237 -2.159972 0.0 -0.1 0.2
C 1.057926 -2.395639 -0.309048 0.0 0.2 -0.1
C -4.042631 2.764489 2.790767 -0.2 -0.2 0.1
C -3.757404 1.790440 1.864161 0.0 0.0 0.1
C -0.551836 -2.219237 3.695535 0.0 0.1 -0.1
C -0.240118 -2.695696 2.424462 -0.3 0.2 -0.2
C -3.090177 -2.015813 -0.199735 -0.1 0.4 0.1
C 2.103349 1.771956 2.854129 0.0 0.0 0.1
C -2.210819 4.107170 1.996554 -0.2 -0.1 0.2
C 0.879858 1.367255 -2.349027 0.1 0.0 -0.5
C 3.578121 -0.126693 2.913524 0.0 -0.1 0.0
C -0.372228 -4.442018 4.587329 0.0 0.0 0.0
H -0.413713 -5.120042 5.429118 0.0 0.0 0.0
H 0.520869 4.724406 -2.751076 0.0 0.0 0.0
H 0.206789 -4.450343 1.256945 0.0 0.0 0.0
H -3.037663 -2.201930 0.874828 0.0 0.0 0.0
H -2.287510 -0.162762 -2.783881 0.1 0.0 -0.1
H 6.530713 -1.663812 -2.171232 0.0 0.0 0.0
H -4.866977 2.621981 3.476147 0.0 0.0 0.0
H -4.337450 0.879143 1.838063 0.1 0.1 0.1
H 2.884732 1.010341 -4.193601 0.0 0.0 0.0
H -1.586945 4.989336 2.035049 0.0 0.0 -0.1
H -0.091402 -0.100264 -3.600539 -0.1 0.0 0.1
H 0.170364 1.419631 1.993664 0.0 0.1 -0.1
H 6.715243 -0.877918 -4.512437 0.0 0.0 0.0
H 2.023731 -2.644482 0.133383 0.0 0.0 0.0
H -3.740332 0.835717 -2.897764 0.1 0.0 0.0
H 4.510845 -1.097795 -0.843743 0.1 -0.1 0.0
H -3.866384 -2.662097 -0.616488 0.0 0.0 0.0
H -5.562117 1.177454 -0.230188 0.0 0.0 0.0
H -1.445463 1.538159 -4.827353 0.0 0.0 0.0
H 0.530939 -3.327614 -0.518482 0.0 0.0 0.1
H 4.086803 1.814944 3.665478 0.0 0.0 0.0
H -0.727205 -1.158458 3.839139 0.0 0.0 0.1
H 1.791646 3.083450 -1.424719 0.0 0.0 0.0
H 1.904551 2.810146 3.089069 0.0 0.0 0.0
H -3.860451 -0.922991 -2.999583 -0.1 0.0 0.1
H 4.529015 -0.569392 3.180307 0.0 0.0 0.0
H 1.838989 -2.157868 -2.326110 0.1 0.1 0.0
H 4.900372 0.468608 -5.507743 0.0 0.0 0.0
H 0.231395 -1.478947 -2.053086 0.1 0.0 -0.1
H -2.141239 -2.310341 -0.649456 0.0 0.0 0.0
H -1.105510 3.954916 -4.451222 0.0 0.0 0.0
H -3.512423 4.687981 3.596000 0.0 0.0 0.0
H -5.616337 -0.285795 0.765262 -0.1 0.0 -0.1
H 0.106371 -5.976555 3.167796 0.0 0.0 0.0
H -0.848873 -2.705605 5.757492 0.0 0.0 0.0
H 2.786974 -1.956707 2.122171 0.1 0.0 0.0
H -5.950698 -0.379930 -0.960406 0.0 0.0 0.0
```
Positions in Å, forces in eV/Å.

---

# C5H10O2

A 3-piece molecular cluster, C5H10O2 overall (the ωB97M-V functional and the def2-TZVPD basis, the OMol25 dataset).

The HOMO energy is -9.526 eV. Its total charge is 0. The relative energy (zero: lowest compared OMol25 entry of this formula, charge and spin) comes out at 450.3 kJ/mol. As for the total energy: -346.8539 hartree. The value obtained for the molar mass is 102.13 g/mol. The calculation puts the orbital gap at 10.407 eV. As for the SMILES: C=C1COC1.[H][H].C=O.

```
17
Properties=species:S:1:pos:R:3:forces:R:3
O 1.246747 -0.153602 -1.718857 0.0 0.0 -0.1
O -0.893524 -1.898825 1.566424 -0.3 0.4 -0.1
C 0.479977 1.307814 1.277107 0.1 -0.1 -0.2
C 0.616361 1.082739 -1.342465 -0.2 0.3 0.0
C -1.545044 -0.895690 1.414392 0.2 -0.3 0.1
C 0.791105 0.745889 0.118296 0.0 0.1 0.2
C 1.468480 -0.521487 -0.340672 0.1 -0.2 0.3
H -0.416795 1.148956 -1.709348 0.1 0.0 0.1
H 0.957718 -1.455319 -0.070913 0.1 0.1 0.0
H -1.901321 -0.566553 0.419400 0.0 -0.1 0.1
H 0.746526 0.838857 2.221149 0.0 0.0 -0.2
H 2.537258 -0.600406 -0.104360 -0.2 0.0 0.0
H -0.043395 2.259867 1.322564 0.1 -0.1 0.0
H -0.898419 -1.511752 -1.845909 0.0 -0.1 0.0
H 1.179987 1.959103 -1.688640 -0.1 -0.1 0.0
H -1.393182 -1.966574 -1.522556 0.0 0.0 0.0
H -1.832191 -0.243230 2.262865 0.1 -0.1 -0.1
```
Positions in Å, forces in eV/Å.

---

# C36H57BaBrN4O8P2

C36H57BaBrN4O8P2 as an isolated structure (the ωB97M-V functional and the def2-TZVPD basis, the OMol25 dataset).

The HOMO energy is -12.640 eV. Its total charge is +2. The relative energy (zero: lowest compared OMol25 entry of this formula, charge and spin) comes out at 6.8 kJ/mol. As for the total energy: -5509.1150 hartree. The value obtained for the molar mass is 953.05 g/mol. The calculation puts the orbital gap at 8.429 eV.

```
109
Properties=species:S:1:pos:R:3:forces:R:3
Ba 0.589538 0.179251 0.288436 -0.1 0.0 -0.1
Br 6.116787 -3.600236 3.970458 0.0 0.0 0.0
P -3.103510 0.888083 -0.694107 0.0 0.0 0.0
P -2.277780 -2.053851 -1.082046 0.0 0.0 0.0
O 3.320555 0.063144 0.113089 0.0 0.1 0.0
O -3.514225 2.076090 -1.619356 0.0 0.0 0.0
O -3.319798 -2.775905 -0.158605 0.0 0.0 0.0
O 2.171644 -2.188149 0.775455 0.0 0.0 0.0
O -2.102831 -2.894586 -2.397460 0.0 0.0 0.0
O -1.793649 1.177242 -0.052176 0.0 0.0 0.0
O -1.023789 -1.820999 -0.314925 0.0 0.0 0.0
O -4.286038 0.572279 0.282868 0.0 0.0 0.0
N 5.066892 1.853022 0.520308 0.0 0.0 0.0
N 1.730625 2.714550 1.157585 0.0 0.0 0.0
N 1.255531 0.033688 3.083442 0.0 0.0 0.0
N 6.925296 1.463764 1.662638 0.0 0.0 0.0
C -0.488752 1.652690 -3.525157 0.0 0.0 0.0
C -2.214121 -5.098617 -3.330047 0.0 0.0 0.0
C -4.585724 -3.348216 -0.647444 0.0 0.0 0.0
C -4.822165 2.498221 -2.150484 0.0 0.0 0.0
C 5.821385 -1.206280 2.484638 0.0 0.0 0.0
C 8.077634 3.683741 1.228479 0.0 0.0 0.0
C 7.059623 2.740864 1.139724 0.0 0.0 0.0
C 4.036248 -2.807662 2.219034 0.0 0.0 0.0
C -4.609405 -4.799074 -0.225683 0.0 0.0 0.0
C 1.604635 -3.490395 0.966672 0.0 0.0 0.0
C 7.869608 4.875199 0.565037 0.0 0.0 0.0
C -0.262123 0.365359 -3.993846 0.0 0.0 0.0
C -5.600753 3.234993 -1.084848 0.0 0.0 0.0
C -4.053255 2.151694 2.157770 0.0 0.0 0.0
C 1.990164 2.370441 3.626500 0.0 0.0 0.0
C 0.904559 -0.309805 -3.651881 0.0 0.0 0.0
C -4.327099 0.721278 1.748471 0.0 0.0 0.0
C 1.631511 1.608550 -2.393087 0.1 0.0 0.0
C 5.183207 -0.337603 1.594451 0.0 0.0 0.0
C -3.399395 -0.284111 2.396973 0.0 0.0 0.0
C 3.397572 -1.950514 1.343556 0.0 0.0 0.0
C 3.978926 -0.723610 1.005474 0.0 0.0 0.0
C 5.884162 2.971511 0.421758 0.0 0.0 0.0
C 1.141778 1.170106 4.027463 0.0 0.0 0.0
C -5.587840 1.341638 -2.754841 0.0 0.0 0.0
C 5.688422 4.179446 -0.245911 0.0 0.0 0.0
C -1.445428 -4.213115 -2.378343 0.0 0.0 0.0
C 0.002459 -4.025729 -2.772011 0.0 0.0 0.0
C 6.692587 5.120225 -0.162170 0.0 0.0 0.0
C 1.451682 3.255498 2.507496 0.0 0.0 0.0
C -3.018326 -0.563889 -1.761068 0.0 0.0 0.0
C 5.254079 -2.425733 2.777946 0.0 0.0 0.0
C 0.460072 2.278456 -2.724575 0.0 0.0 0.0
C 5.725452 0.981174 1.260636 0.0 0.0 0.0
C -5.722208 -2.541220 -0.062630 0.0 0.0 0.0
C 1.852314 0.310569 -2.849310 0.1 0.0 0.0
H 2.093936 2.996571 4.514305 0.0 0.0 0.0
H -2.179086 -4.686068 -4.338663 0.0 0.0 0.0
H -1.768736 -6.093351 -3.349705 0.0 0.0 0.0
H 2.270074 -4.255051 0.564982 0.0 0.0 0.0
H -4.572715 -4.875025 0.861255 0.0 0.0 0.0
H 0.751803 -0.756814 3.479354 0.0 0.0 0.0
H 1.431849 0.860108 5.034277 0.0 0.0 0.0
H -5.009316 0.834091 -3.527131 0.0 0.0 0.0
H 7.614649 0.971875 2.204609 0.0 0.0 0.0
H 0.520535 -4.984389 -2.735637 0.0 0.0 0.0
H -0.985379 -0.110295 -4.645300 0.0 0.0 0.0
H -4.582600 -3.273621 -1.738762 0.0 0.0 0.0
H -3.571410 -1.286780 2.007052 0.0 0.0 0.0
H 4.787807 4.365254 -0.816627 0.0 0.0 0.0
H -5.655331 -1.489990 -0.342755 0.0 0.0 0.0
H -5.963741 2.549507 -0.319297 0.0 0.0 0.0
H -1.515058 -4.599781 -1.357051 0.0 0.0 0.0
H 2.229349 -0.266900 3.065153 0.0 0.0 0.0
H -3.579231 -0.293926 3.472336 0.0 0.0 0.0
H 2.391046 2.103313 -1.795385 0.0 0.0 0.0
H -3.030086 2.437211 1.910293 0.0 0.0 0.0
H -5.711927 -2.611648 1.026175 0.0 0.0 0.0
H 1.883734 4.253177 2.617506 0.0 0.0 0.0
H -4.528763 3.192504 -2.936357 0.0 0.0 0.0
H -4.741880 2.842223 1.674643 0.0 0.0 0.0
H 6.755367 -0.933179 2.955594 0.0 0.0 0.0
H -3.256242 -5.196464 -3.029037 0.0 0.0 0.0
H 1.417392 -3.680486 2.024945 0.0 0.0 0.0
H -4.187992 2.243493 3.235913 0.0 0.0 0.0
H -4.015908 -0.808230 -2.131435 0.0 0.0 0.0
H 3.870379 0.916539 0.031333 0.0 0.0 0.0
H 2.741986 2.638501 1.051386 0.0 0.0 0.0
H 1.444654 3.413599 0.476300 0.0 0.0 0.0
H -4.988140 4.007814 -0.622211 0.0 0.0 0.0
H -3.765978 -5.348444 -0.642207 0.0 0.0 0.0
H -2.357044 -0.010316 2.224236 0.0 0.0 0.0
H 1.085296 -1.307094 -4.030090 0.0 0.0 0.0
H -1.394604 2.179903 -3.795170 0.0 0.0 0.0
H -6.493704 1.727472 -3.221973 0.0 0.0 0.0
H -6.672861 -2.936371 -0.420464 0.0 0.0 0.0
H 0.290179 3.290751 -2.380419 0.0 0.0 0.0
H 3.007660 2.041064 3.379405 0.0 0.0 0.0
H 2.769327 -0.203729 -2.589556 0.0 0.0 0.0
H 0.065253 -3.644268 -3.792106 0.0 0.0 0.0
H 0.090485 1.463920 4.076163 0.0 0.0 0.0
H -5.894601 0.626785 -1.987799 0.0 0.0 0.0
H 6.579921 6.068178 -0.670012 0.0 0.0 0.0
H 0.369401 3.365822 2.612510 0.0 0.0 0.0
H -6.463798 3.716695 -1.544713 0.0 0.0 0.0
H 0.504979 -3.329783 -2.099293 0.0 0.0 0.0
H -5.529267 -5.269407 -0.573282 0.0 0.0 0.0
H -2.411302 -0.279360 -2.624322 0.0 0.0 0.0
H 8.632650 5.640323 0.601771 0.0 0.0 0.0
H -5.361239 0.461448 1.971153 0.0 0.0 0.0
H 8.986644 3.497591 1.783969 0.0 0.0 0.0
H 0.662725 -3.482912 0.426263 0.0 0.0 0.0
H 3.612130 -3.765519 2.479532 0.0 0.0 0.0
```
Positions in Å, forces in eV/Å.